(1)
48
Properties=species:S:1:pos:R:3 method="wB97M-V/def2-TZVPD" e_lumo_ev=0.46 max_force_ha_per_bohr=0.3094 charge=0 de_lowest_kj_mol=1407.7 e_homo_ha=-0.30566 total_energy_ev=-51279.760
C -4.46381 -2.53246 -0.02788
C -4.28883 -1.14321 0.44608
O -4.30905 -0.82578 1.62100
N -4.33253 -0.14612 -0.47156
C -4.16509 -0.40420 -2.02192
H -4.88229 0.44370 -2.29036
C -2.80512 -0.10893 -2.08426
H -2.20460 -0.90782 -2.45641
H -2.72140 0.55230 -3.30912
C -1.98536 0.81799 -1.18084
C -1.58764 0.12894 -0.04825
O -1.77134 -1.17857 -0.23966
N -0.93571 0.31023 0.92106
C -0.41161 1.92254 1.19480
H -0.39675 2.29129 0.04921
C 0.93106 1.73936 1.84669
N 1.70192 0.41164 1.30701
S 1.92931 0.53537 -0.32140
O 2.09678 2.06220 -0.90080
O 1.11522 -0.29081 -1.00216
C 3.57970 -0.02573 -0.49796
C 4.65615 0.79937 -0.33703
C 5.92052 0.00691 -0.36090
C 5.55825 -1.37443 -0.09626
S 3.92238 -1.53177 -0.46968
H 6.37994 -2.23030 -0.19720
H 6.94027 0.08882 -0.47355
H 4.81097 1.93272 -0.64733
C 0.97358 -0.68239 1.87065
H 1.61603 -1.00029 2.73605
C -0.42894 -0.30382 1.98782
H -1.02754 -1.37471 1.84246
H -0.56785 0.07024 3.04408
H 1.14525 -1.53730 0.96665
H 0.98011 1.69340 2.81694
H 1.61931 2.82767 1.40328
H -1.04250 2.43797 1.65289
H -1.14158 1.36409 -1.33890
C -3.04608 1.96086 -0.66942
H -2.68900 2.78785 0.06115
C -4.10192 1.15431 0.21482
H -5.24596 1.88462 0.17926
H -4.06366 1.09578 1.15166
H -3.45355 2.30219 -1.53970
H -4.62111 -1.14115 -2.29420
H -4.49132 -3.28586 0.70470
H -3.49551 -2.86919 -0.57238
H -5.21406 -2.78815 -0.76666

=====

(2)
69
Properties=species:S:1:pos:R:3 method="wB97M-V/def2-TZVPD" e_lumo_ev=0.00 max_force_ha_per_bohr=0.0677 charge=0 e_homo_ha=-0.26158 total_energy_ev=-64334.493
C -0.87365 5.47792 1.71690
C -0.84997 6.09634 0.46441
C -0.77269 5.32734 -0.70055
C -0.79499 3.94050 -0.60750
S -0.67501 2.90479 -2.08370
C 0.79604 2.06730 -1.74141
C 0.75652 0.59616 -1.75147
S 2.30830 3.06988 -1.79385
C 3.29614 2.94026 -0.26364
C 2.96311 3.73828 0.83126
C 3.60448 3.53615 2.05655
C 4.64437 2.60703 2.15440
C 5.08521 1.93537 1.01030
C 4.42572 2.11977 -0.21256
O 3.14041 2.63039 -2.88605
O 1.89375 4.46879 -1.73583
O -1.77985 1.95810 -2.04836
O -0.53582 3.80380 -3.20265
C -0.81719 3.31378 0.63473
C -0.83897 4.08192 1.80042
H -0.91986 6.07626 2.62983
H -0.88333 7.18502 0.38676
H -0.66844 5.80113 -1.67263
H 1.64311 0.28584 -1.15112
H 0.61986 0.33297 -2.90987
H 2.20892 4.51613 0.72941
H 3.28875 4.11626 2.92385
H 5.12085 2.42239 3.12162
H 5.94358 1.26459 1.06373
H 4.78712 1.64376 -1.11959
H -0.77247 2.22716 0.67698
H -0.83827 3.58214 2.76961
C 1.70601 -1.30430 2.97712
C 0.16983 -1.21239 3.09887
N -0.54451 -2.14748 2.25747
C -1.62298 -2.83614 2.87302
C -1.98441 -4.11546 2.12518
N -1.91682 -3.97555 0.68601
C -2.62681 -4.98781 -0.07912
C -2.17920 -5.04316 -1.53604
N -1.90228 -3.75554 -2.08789
C -1.94502 -3.71593 -3.53295
C -2.88995 -2.66493 -4.13739
C -1.25339 -2.79173 -1.33048
C -0.63313 -1.63659 -1.85878
N -0.09163 -0.66804 -1.08195
C 0.05947 -0.93117 0.23606
C -0.53194 -2.01016 0.88428
C -1.22600 -2.97120 0.08894
H 2.19043 -0.53079 3.60596
H 2.05082 -2.29269 3.32631
H 2.05886 -1.16566 1.94187
H -0.09850 -1.42083 4.14213
H -0.10926 -0.16054 2.90723
H -1.32370 -3.09093 3.89508
H -2.52575 -2.21545 2.94121
H -1.25530 -4.89865 2.42916
H -3.01106 -4.44171 2.38141
H -2.45945 -5.96114 0.43231
H -3.71422 -4.73408 -0.05583
H -1.31692 -5.71253 -1.59136
H -2.97507 -5.51505 -2.11552
H -0.94607 -3.54383 -3.95451
H -2.27830 -4.70050 -3.88817
H -2.88063 -2.74825 -5.23881
H -3.92301 -2.83645 -3.79503
H -2.59985 -1.63566 -3.87367
H -0.60309 -1.49934 -2.92279
H 0.62709 -0.19586 0.76067

=====

(3)
21
Properties=species:S:1:pos:R:3 method="wB97M-V/def2-TZVPD" e_lumo_ev=3.59 max_force_ha_per_bohr=0.0916 charge=-1 de_lowest_kj_mol=387.3 e_homo_ha=-0.17580 total_energy_ev=-21272.855
C 0.08666 -1.59533 -1.27840
C 1.38669 -1.47279 -1.58070
C 2.16071 -1.31679 -0.25211
C 1.37323 -0.76396 0.92140
C 0.11785 -0.00596 0.29653
C -0.71474 3.33686 -4.26755
N -0.40645 -1.29046 -0.11848
O -0.34681 2.65707 -1.72247
O 0.57830 0.99267 -3.38971
P -0.47171 1.99124 -3.06024
H 1.82128 -1.77201 -2.50633
H -1.88142 1.56900 -3.15575
H 2.58952 -2.30869 0.13944
H 2.86109 -0.58637 -0.66804
H 1.01360 -1.57832 1.67927
H 1.93905 -0.07158 1.46780
H -0.60524 0.28386 1.09248
H 0.35323 0.83587 -0.32468
H -0.29772 3.13700 -5.31727
H -1.77455 3.79825 -4.24059
H -0.10459 4.11290 -3.69749

=====

(4)
15
Properties=species:S:1:pos:R:3 method="wB97M-V/def2-TZVPD" e_lumo_ev=0.97 smiles="C=C(C)[C@@H](N)O" max_force_ha_per_bohr=0.0697 charge=0 de_lowest_kj_mol=215.7 e_homo_ha=-0.32840 total_energy_ev=-7830.085
C -0.77016 -0.54775 -0.32230
C 1.66390 -0.02733 -0.76601
C 0.47962 0.10503 0.14975
N -1.83400 -0.65249 0.57331
C 0.60983 0.47114 1.43731
O -0.92114 0.65617 -1.41729
H -1.16546 1.47022 -0.95951
H -0.61078 -1.47572 -0.87582
H -2.64066 -1.12910 0.19414
H -2.10656 0.22650 0.99642
H 1.40907 0.22520 -1.79363
H 2.46123 0.63972 -0.44816
H 2.02749 -1.05581 -0.76428
H -0.16832 0.31603 2.16568
H 1.56594 0.77818 1.83038

=====

(5)
35
Properties=species:S:1:pos:R:3 method="wB97M-V/def2-TZVPD" e_lumo_ev=-8.97 max_force_ha_per_bohr=0.1463 charge=+2 e_homo_ha=-0.56462 total_energy_ev=-29352.052
Be 0.46591 -0.33483 -2.88871
O -0.55730 -4.78545 -0.15961
C -0.60589 -4.95067 -1.29332
C -1.23638 -0.16097 -3.55780
O -2.38585 -0.08012 -3.79516
C 2.22608 -0.82725 -3.30594
O 3.29140 -1.18386 -3.50270
C 0.27049 -2.99509 -4.55237
O 0.32595 -3.60469 -5.51015
C -1.32643 1.45240 2.56364
N -1.30592 0.49342 1.45890
N -0.22353 0.29170 0.63919
C -0.55937 -0.56054 -0.36631
O 0.24613 -0.85688 -1.40626
C -1.88387 -0.95199 -0.09576
C -2.33236 -0.25541 1.00480
C -3.68382 -0.29520 1.65600
C 1.04707 0.95012 0.79490
C 1.71447 0.94290 2.02582
C 3.04186 1.40380 2.08917
C 3.65795 1.94652 0.95507
C 2.94228 2.06088 -0.24731
C 1.67224 1.49501 -0.33930
H -0.77193 1.06772 3.43973
H -2.38119 1.58103 2.85315
H -0.91475 2.43661 2.26808
H -2.48041 -1.62781 -0.67936
H -3.67315 -0.75228 2.66652
H -4.18579 0.69226 1.70160
H -4.30835 -0.94795 1.02189
H 1.17775 0.57744 2.89498
H 3.56376 1.34523 3.04939
H 4.67689 2.31683 1.01309
H 3.36117 2.59490 -1.10589
H 1.13488 1.52223 -1.28996

=====

(6)
14
Properties=species:S:1:pos:R:3 method="wB97M-V/def2-TZVPD" e_lumo_ev=0.45 max_force_ha_per_bohr=0.0338 charge=0 de_lowest_kj_mol=641.1 e_homo_ha=-0.32154 total_energy_ev=-8829.559
N -2.88139 0.04049 0.01495
C -1.92634 -0.43051 0.52933
O -0.85137 0.10013 -1.75453
C 0.24108 -0.42141 -1.75952
C 1.30505 -0.46096 0.67308
C 1.07839 1.00362 0.88504
C 0.22269 -0.12729 1.31944
H -2.85753 0.11196 -0.99150
H 1.08991 0.05480 -2.27958
H 0.43436 -1.40717 -1.31800
H 2.08147 -1.18672 0.81766
H 0.85569 1.65305 0.03406
H 1.61426 1.49047 1.70200
H -0.40626 -0.42046 2.12755